The following is a quantum chemistry calculation of a cluster of 11 separate species, C47H74Br20Cl4N3O4S3 in total at a distorted geometry, from the OMol25 dataset.

The LUMO energy comes out at -4.74 eV. The total charge is +1. The maximum force comes out at 0.0731 Eh/bohr. The calculation puts the orbital gap at 5.776 eV.

Last column: Löwdin charge in e.
Positions of all 155 atoms, in Å:
H  -8.995  1.351  -4.149  0.11
S  -5.311  -0.483  -2.343  0.85
C  1.897  2.748  -2.053  -0.58
H  3.303  -4.923  -3.664  0.07
H  -1.622  8.027  0.300  0.05
H  -5.594  -3.329  -5.437  0.05
C  2.681  7.869  -4.265  -0.65
H  0.940  1.644  7.038  0.05
C  -6.687  0.059  -3.387  -1.13
C  1.938  -1.965  -0.008  -0.41
C  -9.552  -0.225  -1.420  -0.18
Br  0.590  8.286  -6.175  0.62
H  -12.331  -2.062  1.680  0.06
H  -8.286  3.319  6.978  0.06
H  -10.129  1.686  6.155  -0.02
Br  -1.296  5.922  -1.730  0.61
H  -5.722  -5.080  -5.696  0.06
H  1.154  -6.264  0.662  0.04
S  -6.365  0.535  -4.896  0.72
H  2.995  2.107  5.517  0.04
H  4.803  2.804  -1.729  0.03
H  -0.624  -8.664  4.618  0.06
Cl  2.217  3.575  -0.488  0.73
H  3.317  7.851  -5.144  0.06
H  -2.478  1.549  -1.258  0.11
H  1.747  -3.157  -2.561  0.09
C  3.349  0.559  -0.519  -0.12
C  1.759  -4.297  0.262  -0.33
O  6.704  -2.855  -1.510  -0.33
H  0.350  -6.561  5.334  0.06
H  -13.268  -1.094  3.700  0.06
C  5.959  2.533  2.468  -0.70
C  2.452  -4.587  -1.075  -0.14
C  2.218  -4.961  -3.588  -0.09
H  8.873  -5.140  -4.085  -0.01
C  0.230  -8.282  4.062  -0.69
Br  4.247  3.009  12.953  0.62
Br  5.672  4.639  0.559  0.64
C  5.271  2.694  10.298  -0.69
C  10.069  -6.871  -4.482  -0.70
H  -2.046  0.293  -3.640  0.13
H  -0.016  -5.046  1.298  0.08
H  2.754  3.829  5.859  0.04
H  8.158  -6.643  -3.478  0.05
H  1.650  9.732  -4.478  0.07
H  -12.276  0.188  2.980  0.04
H  2.663  -5.657  -1.115  0.13
H  5.522  -0.380  -3.712  0.08
H  3.247  8.246  -3.416  0.06
H  3.420  -4.085  -1.080  0.10
Br  4.167  4.034  9.415  0.63
H  0.537  5.868  -0.045  0.01
Br  -7.619  -2.657  -3.412  0.87
H  -3.159  0.020  -0.820  0.10
H  -1.309  3.468  -4.656  0.08
C  1.634  2.473  7.132  -0.72
C  -0.497  6.190  0.027  -0.69
H  2.401  2.224  7.864  0.01
H  6.480  1.631  2.781  0.06
C  -4.308  1.040  -2.340  -0.45
S  6.929  -1.791  -2.437  0.33
H  0.071  -5.481  -0.433  0.08
H  -4.807  1.772  -1.711  0.09
C  5.407  -1.366  -3.269  -0.27
H  5.593  2.020  9.507  0.06
C  -9.018  0.762  -3.252  -0.16
Br  -0.138  -8.714  2.201  0.63
C  -8.779  3.380  6.010  -0.69
C  1.422  8.669  -4.459  -0.70
Br  -7.537  -3.902  -6.878  0.62
H  4.956  2.275  2.139  0.04
C  1.318  1.377  -1.783  -0.17
H  10.532  -6.614  -5.429  0.05
H  4.339  -2.264  -1.700  0.08
H  0.627  -4.459  -2.256  0.08
H  3.362  -1.235  -2.770  0.09
Cl  -1.027  -2.361  -1.026  0.90
H  3.507  1.647  11.009  0.05
H  5.153  -2.092  -4.038  0.10
C  -2.008  -0.077  -2.616  -0.16
C  6.749  3.258  1.413  -0.67
H  6.133  3.214  10.702  0.05
C  4.282  -1.302  -2.193  -0.24
C  -12.258  -0.807  3.416  -0.68
C  -10.152  2.768  6.081  -0.71
H  2.483  -4.495  1.051  0.12
H  10.746  -6.619  -3.668  0.06
N  -10.014  0.572  -2.437  0.09
Br  5.754  3.600  4.079  0.64
H  5.047  1.063  11.668  0.06
H  -7.824  -5.022  -4.164  0.05
C  1.956  0.365  -1.079  -0.07
H  5.108  0.648  -1.758  0.08
Br  0.633  8.775  -0.446  0.63
Br  -10.027  -1.172  1.664  0.73
C  1.286  -0.856  -0.817  0.01
Br  9.909  -8.808  -4.436  0.61
C  8.737  -6.199  -4.281  -0.71
H  -8.793  4.412  5.676  0.05
H  -11.393  -2.758  3.016  0.05
C  -6.270  -4.179  -5.430  -0.70
H  7.033  2.571  0.616  0.06
Br  0.647  3.953  7.910  0.60
Br  7.640  -6.291  -5.888  0.59
C  0.645  -5.320  0.480  -0.07
C  -11.655  -1.838  2.503  -0.66
C  -0.629  0.014  -2.062  -0.17
C  -8.235  -0.574  -1.570  -0.21
H  -2.347  -1.103  -2.677  0.07
C  2.271  2.858  5.826  -0.71
H  5.115  3.163  -3.407  0.09
C  -2.986  0.678  -1.676  -0.25
H  -0.387  7.709  1.533  0.06
O  7.546  -0.635  -1.870  -0.33
H  5.216  -0.487  -0.461  0.12
O  1.162  -2.979  0.397  -0.04
C  0.370  -6.798  4.272  -0.68
C  -0.947  2.885  -3.841  0.22
H  4.375  4.400  -2.457  0.04
H  -6.273  -4.727  -3.357  0.06
H  1.121  -8.833  4.343  0.05
Br  0.962  2.924  4.381  0.57
N  -7.945  0.072  -2.770  -0.24
C  -0.632  7.619  0.477  -0.68
Br  -11.273  -0.671  5.085  0.65
C  4.550  -0.133  -1.245  -0.17
Cl  3.177  1.309  -4.040  0.74
H  0.676  8.473  -3.694  0.02
H  1.138  3.397  -2.474  0.05
H  1.857  -5.989  -3.566  0.08
O  3.096  -1.944  0.321  0.15
C  4.405  3.323  -2.591  -0.17
C  4.495  1.943  11.347  -0.70
C  -0.591  2.157  -2.970  -0.10
H  -10.133  -0.559  -0.565  -0.03
Cl  8.117  -2.530  -3.925  0.43
Br  2.274  6.013  -3.828  0.72
C  3.061  2.837  -3.088  -0.70
C  -6.969  -4.356  -4.108  -0.64
H  7.637  3.746  1.800  0.05
H  -0.395  -6.224  3.760  0.05
H  2.741  3.552  -3.840  -0.01
Br  -7.623  2.403  4.784  0.59
H  -4.144  1.410  -3.349  0.05
Br  2.090  -6.141  3.637  0.66
C  1.688  -4.232  -2.343  -0.26
H  3.311  0.182  0.498  0.12
H  -10.707  3.177  6.922  0.06
H  1.782  -4.487  -4.467  0.07
H  -7.599  -1.160  -0.943  0.08
N  0.068  1.163  -2.264  0.09
C  -0.027  -0.986  -1.317  -0.42
H  -1.038  5.524  0.696  0.06
Br  -11.210  3.202  4.510  0.60
H  3.608  1.604  -0.399  0.05